The following is a DFT calculation (ωB97M-V/def2-TZVPD) of C23H31F6O3Sm as an isolated structure in a non-equilibrium geometry.

Results
multiplicity = 6
strongest force on any atom = 5.4 eV Å⁻¹
LUMO energy (alpha / beta) = 0.02 / 0.24 eV
E_HOMO (alpha / beta) = -7.43 / -7.46 eV
frontier orbital gap (alpha / beta) = 7.449 / 7.698 eV

Last column: Mulliken spin population.
CARTESIAN COORDINATES (ANGSTROEM)
O 0.99 -1.03 -2.10  -0.0013
C 1.61 0.14 -2.78  0.0002
C 1.38 -0.36 -4.21  0.0000
H 2.70 0.23 -2.53  -0.0001
H 0.99 1.00 -2.48  -0.0001
C 0.92 -1.63 -3.46  0.0011
H 2.23 -0.45 -4.91  0.0000
H 0.60 0.26 -4.67  -0.0001
C 1.95 -2.67 -3.84  0.0000
H 2.93 -2.21 -3.99  0.0000
H 1.64 -3.00 -4.84  0.0001
H 1.97 -3.55 -3.18  0.0000
C -0.47 -2.14 -3.70  0.0002
H -1.21 -1.34 -3.66  0.0000
H -0.70 -2.99 -3.03  0.0000
H -0.50 -2.48 -4.74  0.0000
Sm -0.37 -1.17 0.76  5.0491
C -2.10 -1.49 2.97  -0.0017
C -2.52 -0.13 3.11  -0.0002
C -3.47 0.14 2.09  -0.0086
H -2.24 0.53 3.92  0.0004
C -3.71 -1.05 1.37  -0.0001
C -2.85 -2.07 1.88  -0.0122
H -2.82 -3.12 1.59  0.0009
H -1.46 -2.03 3.68  0.0018
H -3.98 1.09 1.94  -0.0005
H -4.47 -1.18 0.62  0.0005
C 0.90 -2.84 2.02  -0.0031
C -0.07 -3.57 1.28  -0.0144
C 0.20 -3.40 -0.13  -0.0217
H -0.83 -4.23 1.71  -0.0003
C 1.37 -2.60 -0.22  -0.0061
C 1.80 -2.22 1.08  -0.0096
H 2.70 -1.66 1.32  -0.0011
H 1.02 -2.83 3.10  0.0001
H -0.34 -3.86 -0.97  -0.0009
H 1.86 -2.27 -1.11  0.0011
O -0.22 2.47 -2.37  0.0000
C -1.29 2.26 -1.37  -0.0025
C -2.09 3.57 -1.34  0.0006
H -0.89 2.10 -0.35  0.0030
H -1.92 1.38 -1.61  0.0002
C -1.18 4.52 -2.17  -0.0001
H -2.29 3.86 -0.30  0.0000
H -3.08 3.46 -1.78  0.0000
C 0.19 3.82 -2.03  -0.0001
H -1.15 5.57 -1.91  0.0000
H -1.52 4.39 -3.23  0.0000
H 0.60 3.93 -0.99  0.0000
H 0.95 4.21 -2.70  0.0000
C 0.66 0.39 4.45  0.0002
C 1.09 0.96 3.13  0.0029
O 0.59 0.29 2.01  0.0207
C 0.65 2.46 2.98  0.0003
F 0.86 3.21 4.10  -0.0001
F 1.30 3.10 1.98  0.0000
F -0.67 2.54 2.67  0.0000
C 2.65 0.82 3.15  0.0011
F 3.21 1.50 4.19  0.0000
F 2.99 -0.51 3.28  0.0002
F 3.26 1.23 2.03  -0.0001
H -0.41 0.49 4.59  0.0004
H 1.21 0.86 5.27  0.0005
H 0.87 -0.68 4.44  -0.0006


The following is a DFT calculation (ωB97M-V/def2-TZVPD) of one molecule with the formula C4H10O in a non-equilibrium geometry.

Results
strongest force on any atom = 1.6 eV Å⁻¹
LUMO energy = 1.07 eV
E_HOMO = -10.22 eV
SMILES = CCCCO
frontier orbital gap = 11.291 eV

Last column: natural (NBO) charge in e.
CARTESIAN COORDINATES (ANGSTROEM)
C -2.06 -0.09 -0.32  -0.5966
C -0.82 0.70 0.04  -0.3960
C 0.28 -0.25 0.42  -0.4467
C 1.72 0.16 0.34  -0.0715
O 2.30 -1.07 -0.22  -0.7385
H -1.86 -0.76 -1.16  0.2024
H -2.40 -0.72 0.52  0.2031
H -2.88 0.58 -0.59  0.2059
H -0.49 1.30 -0.82  0.1906
H -1.05 1.41 0.84  0.1951
H 0.42 -1.02 -0.37  0.2364
H 0.07 -0.77 1.37  0.2053
H 1.90 1.03 -0.32  0.1661
H 2.22 0.32 1.30  0.1783
H 2.70 -0.79 -1.04  0.4662


The following is a DFT calculation (ωB97M-V/def2-TZVPD) of C14H13CdF2NO11P2 as an isolated structure.

Results
strongest force on any atom = 0.4 eV Å⁻¹
LUMO energy = 4.71 eV
E_HOMO = -1.03 eV
total charge = -2
frontier orbital gap = 5.737 eV

Last column: natural (NBO) charge in e.
CARTESIAN COORDINATES (ANGSTROEM)
Cd -0.43 -0.10 0.28  1.5635
O -2.45 -3.85 -1.55  -0.6999
C -1.72 -2.76 -1.16  0.7739
O -2.23 -1.90 -0.50  -0.5870
C -0.30 -2.78 -1.64  0.1067
C 0.05 -3.65 -2.65  -0.3923
C 1.38 -3.53 -3.14  -0.2016
C 2.24 -2.65 -2.60  -0.2558
C 1.82 -1.82 -1.48  0.0497
N 0.50 -1.89 -1.05  -0.6273
C 2.69 -0.98 -0.86  0.3665
O 4.00 -0.80 -1.27  -0.7280
O 2.27 -0.10 0.12  -0.5335
H -3.33 -3.68 -1.19  0.4862
H -0.66 -4.35 -3.06  0.2113
H 1.71 -4.15 -3.97  0.1858
H 3.26 -2.54 -2.97  0.2058
H 4.06 0.07 -1.68  0.4644
O -1.69 3.96 1.24  -1.0404
P -0.33 3.56 0.46  2.5506
O 0.62 4.69 0.45  -1.1604
O 0.12 2.18 0.89  -1.2597
O -0.92 3.35 -1.08  -1.1117
P -1.94 2.14 -1.39  2.5468
O -2.44 2.54 -2.89  -1.0073
O -1.16 0.86 -1.57  -1.2556
O -3.08 2.19 -0.44  -1.1815
H -2.39 3.35 0.92  0.5215
H -1.90 2.02 -3.50  0.4905
C 4.02 -0.23 3.88  -0.2678
C 4.27 -1.26 2.98  -0.2128
C 3.71 -1.24 1.71  -0.3088
C 2.89 -0.18 1.35  0.3955
C 2.63 0.86 2.24  -0.2794
C 3.20 0.82 3.50  -0.1861
H 4.46 -0.25 4.87  0.1888
H 4.90 -2.09 3.27  0.1899
H 3.89 -2.04 1.01  0.2259
H 1.95 1.65 1.93  0.2835
H 2.98 1.62 4.19  0.1999
F 0.18 -0.98 3.16  -0.4196
C -0.93 -0.70 2.36  0.0348
F -1.72 -1.86 2.47  -0.4253
H -1.49 0.06 2.91  0.1005


The following is a DFT calculation (ωB97M-V/def2-TZVPD) of C50H64BrN4O4SSe3Ti as an isolated structure in a non-equilibrium geometry.

Results
multiplicity = 3
strongest force on any atom = 4.3 eV Å⁻¹
LUMO energy (alpha / beta) = 2.14 / 1.70 eV
E_HOMO (alpha / beta) = -3.26 / -4.83 eV
total charge = -1
frontier orbital gap (alpha / beta) = 5.403 / 6.530 eV

Last column: Mulliken spin population.
CARTESIAN COORDINATES (ANGSTROEM)
Ti 1.03 0.88 -0.59  0.7861
C -4.42 -4.69 0.62  0.0002
C -3.28 -4.26 1.55  -0.0004
C -2.42 -5.48 1.91  0.0003
C -3.89 -3.71 2.84  0.0004
C -2.41 -3.23 0.83  0.0020
C -2.23 -1.94 1.30  0.0007
C -1.39 -1.08 0.63  -0.0190
Se -1.09 0.75 1.20  -0.0017
C 0.23 0.28 2.54  -0.0177
C -0.13 -0.33 3.73  0.0074
C 0.84 -0.68 4.65  -0.0017
C 2.15 -0.31 4.35  0.0019
C 2.55 0.32 3.19  -0.0133
C 1.56 0.59 2.21  0.0325
O 1.80 1.11 1.03  0.0360
C 3.98 0.81 3.00  0.0028
C 4.94 0.33 4.11  0.0001
C 3.94 2.35 3.04  0.0055
C 4.56 0.34 1.67  0.0171
C 0.54 -1.43 5.94  -0.0002
C 1.02 -0.60 7.15  -0.0001
C -0.95 -1.72 6.12  0.0002
C 1.29 -2.77 5.94  0.0000
C -0.71 -1.43 -0.56  0.0057
O 0.14 -0.59 -1.09  -0.0757
C -1.00 -2.71 -1.11  -0.0096
C -1.80 -3.57 -0.38  0.0017
C -0.49 -3.07 -2.50  0.0054
C 1.04 -3.06 -2.54  0.0333
C -1.03 -2.01 -3.48  -0.0220
C -0.97 -4.44 -2.98  -0.0003
H -5.07 -5.41 1.13  0.0000
H -5.01 -3.83 0.33  -0.0001
H -4.03 -5.15 -0.28  0.0001
H -3.02 -6.21 2.45  0.0000
H -2.02 -5.95 1.02  -0.0001
H -1.59 -5.18 2.55  0.0000
H -4.49 -4.49 3.31  0.0000
H -3.12 -3.41 3.55  -0.0001
H -4.54 -2.86 2.64  0.0000
H -2.73 -1.58 2.18  -0.0002
H -1.18 -0.52 3.90  0.0000
H 2.91 -0.53 5.09  0.0003
H 4.65 0.71 5.09  0.0001
H 4.98 -0.76 4.13  0.0001
H 5.94 0.70 3.89  0.0001
H 3.62 2.70 4.02  0.0003
H 4.92 2.76 2.82  0.0002
H 3.23 2.71 2.30  -0.0003
H 4.55 -0.75 1.62  -0.0008
H 3.97 0.73 0.83  0.0070
H 5.59 0.68 1.55  0.0011
H 0.55 0.38 7.14  0.0000
H 0.75 -1.10 8.07  0.0000
H 2.09 -0.46 7.13  0.0001
H -1.53 -0.79 6.16  0.0000
H -1.32 -2.33 5.30  -0.0001
H -1.11 -2.26 7.05  0.0000
H 2.37 -2.61 5.86  0.0000
H 1.09 -3.31 6.86  0.0000
H 0.98 -3.38 5.10  0.0001
H -1.97 -4.56 -0.76  -0.0001
H 1.41 -2.05 -2.36  -0.0091
H 1.45 -3.73 -1.79  0.0004
H 1.40 -3.38 -3.52  -0.0001
H -0.70 -1.02 -3.17  0.0307
H -0.65 -2.20 -4.48  -0.0002
H -2.11 -2.03 -3.49  0.0018
H -0.57 -5.24 -2.36  0.0002
H -2.06 -4.50 -2.98  -0.0001
H -0.63 -4.60 -4.00  0.0000
Se 1.69 0.83 -3.42  0.3855
Se 4.36 -0.03 -2.43  0.5572
C 3.74 -1.32 -1.23  0.0168
C 4.45 -2.52 -1.13  -0.0226
C 4.07 -3.45 -0.19  0.0069
C 2.96 -3.15 0.61  0.0272
C 2.31 -1.95 0.43  0.0586
N 2.69 -1.04 -0.46  -0.0119
C 2.32 2.41 -2.62  0.0326
C 2.66 3.56 -3.32  -0.0170
C 3.03 4.69 -2.61  0.0248
C 3.03 4.62 -1.22  0.0048
C 2.70 3.43 -0.60  0.0552
N 2.37 2.32 -1.28  0.0329
H 5.29 -2.68 -1.79  0.0015
H 4.61 -4.37 -0.07  0.0001
H 2.62 -3.86 1.36  0.0014
H 1.44 -1.71 1.04  -0.0320
H 2.61 3.56 -4.40  -0.0010
H 3.30 5.60 -3.12  0.0006
H 3.28 5.48 -0.61  0.0005
H 2.68 3.36 0.47  0.0012
Br -0.80 7.90 -4.75  0.0005
C -0.68 6.42 -3.55  0.0069
C -0.67 5.13 -4.06  -0.0126
C -0.56 4.07 -3.19  -0.0278
C -0.47 4.28 -1.81  -0.0119
C -0.50 5.60 -1.32  0.0043
C -0.60 6.67 -2.18  -0.0027
C -0.24 3.17 -0.89  0.0111
O -0.06 3.33 0.34  0.0327
O -0.15 2.00 -1.43  0.0070
H -0.73 4.98 -5.13  0.0004
H -0.51 3.06 -3.57  0.0544
H -0.41 5.75 -0.26  0.0000
H -0.61 7.68 -1.81  0.0001
C -3.75 3.62 -1.68  0.0009
N -3.68 3.19 -3.05  -0.0008
C -4.20 4.12 -4.02  0.0000
C -3.30 1.95 -3.38  0.0013
S -2.87 0.80 -2.28  -0.0007
N -3.36 1.66 -4.78  -0.0013
C -4.47 0.77 -5.05  0.0006
C -2.09 1.16 -5.30  0.0016
H -4.79 3.62 -1.33  -0.0002
H -3.34 4.63 -1.58  -0.0001
H -3.16 2.94 -1.06  -0.0008
H -3.78 5.12 -3.84  0.0001
H -5.29 4.19 -3.93  0.0000
H -3.94 3.78 -5.02  0.0001
H -5.40 1.26 -4.76  0.0002
H -4.39 -0.18 -4.50  -0.0002
H -4.51 0.56 -6.12  -0.0002
H -1.39 1.99 -5.37  0.0030
H -2.26 0.76 -6.30  -0.0009
H -1.65 0.39 -4.67  0.0029